Entry 1:
78
Properties=species:S:1:pos:R:3 method="wB97M-V/def2-TZVPD" de_lowest_kcal_mol=76.6 e_tot_ev=-81224.7220 gap_ev="6.9 / 4.3" total_charge=+2
Sn 10.87 10.88 16.42
C 4.36 5.38 14.54
C 5.00 5.66 13.31
C 6.37 5.22 13.42
C 6.51 4.87 14.77
C 5.31 4.86 15.45
H 3.35 5.73 14.73
H 4.55 6.19 12.46
H 7.04 5.29 12.58
H 7.41 4.40 15.19
H 5.08 4.66 16.50
C 8.52 13.35 18.31
C 9.97 13.97 18.34
S 11.19 13.48 17.00
C 10.45 14.47 15.66
C 10.22 13.83 14.29
S 9.45 12.14 14.30
C 7.63 12.61 14.52
C 7.08 12.44 15.92
S 7.33 13.82 17.06
H 8.02 13.68 19.23
H 8.67 12.24 18.32
H 10.50 13.76 19.25
H 9.92 15.06 18.34
H 10.98 15.43 15.49
H 9.51 14.82 16.08
H 11.20 13.53 13.87
H 9.67 14.52 13.57
H 7.13 11.94 13.81
H 7.50 13.66 14.10
H 7.49 11.47 16.41
H 5.93 12.34 15.91
C 11.26 8.13 5.51
N 9.84 8.65 5.35
C 9.87 10.14 5.21
N 10.49 10.76 6.30
C 11.83 10.27 6.50
N 11.85 8.76 6.63
C 11.48 8.28 7.91
P 9.62 8.91 8.13
C 8.96 8.20 6.52
C 9.74 10.68 7.55
H 11.82 8.45 4.61
H 11.18 7.06 5.63
H 9.49 8.37 4.40
H 8.86 10.49 5.11
H 10.27 10.39 4.23
H 12.24 10.74 7.43
H 12.44 10.64 5.64
H 12.08 8.67 8.74
H 11.49 7.21 8.08
H 7.94 8.48 6.31
H 9.02 7.12 6.48
H 10.20 11.27 8.30
H 8.68 11.05 7.48
C 13.53 8.47 17.85
N 13.51 9.05 19.27
C 14.77 9.82 19.53
C 12.27 9.91 19.68
C 10.97 9.32 19.20
C 10.68 8.05 19.69
C 9.51 7.37 19.28
C 8.63 7.98 18.38
C 8.90 9.27 17.91
C 10.07 9.97 18.28
H 14.56 8.45 17.47
H 12.81 9.02 17.17
H 13.08 7.42 17.90
H 13.50 8.29 19.95
H 15.05 10.47 18.67
H 15.52 9.10 19.77
H 14.57 10.46 20.39
H 12.47 10.98 19.50
H 12.30 9.82 20.75
H 11.34 7.59 20.37
H 9.40 6.33 19.54
H 7.67 7.54 18.15
H 8.31 9.76 17.19

=====

Entry 2:
80
Properties=species:S:1:pos:R:3 method="wB97M-V/def2-TZVPD" de_lowest_kcal_mol=0.0 e_tot_ev=-73754.6509 gap_ev=7.9
C 2.04 -0.10 4.28
S 2.61 1.60 4.47
O 2.50 1.91 5.91
C 4.36 1.27 4.21
H 2.45 -0.53 3.37
H 0.95 -0.05 4.26
H 2.32 -0.60 5.20
H 4.54 0.78 3.25
H 4.65 0.61 5.02
H 4.91 2.20 4.32
C 1.00 -0.34 0.49
S -0.37 -0.84 1.51
O -1.09 0.44 1.78
C -1.35 -1.59 0.20
H 0.58 0.37 -0.24
H 1.44 -1.18 -0.05
H 1.78 0.17 1.04
H -0.93 -2.50 -0.22
H -1.41 -0.81 -0.56
H -2.32 -1.76 0.66
C -1.03 -3.15 -3.51
S 0.56 -3.84 -3.04
O 0.93 -3.24 -1.73
C -0.03 -5.54 -2.80
H -0.94 -2.07 -3.49
H -1.81 -3.46 -2.81
H -1.28 -3.50 -4.51
H -0.29 -5.64 -1.75
H 0.81 -6.20 -3.03
H -0.86 -5.77 -3.46
N 2.70 -0.65 -2.48
C 3.63 -1.67 -2.46
C 4.86 -1.09 -2.32
C 4.67 0.32 -2.24
C 3.34 0.55 -2.35
H 1.71 -0.80 -2.51
H 3.34 -2.67 -2.71
H 5.81 -1.58 -2.37
H 5.44 1.07 -2.20
H 2.75 1.46 -2.35
N -6.08 -4.14 -3.01
C -5.78 -3.09 -3.84
C -4.86 -2.32 -3.19
C -4.59 -2.92 -1.94
C -5.37 -4.04 -1.85
H -6.72 -4.90 -3.16
H -6.31 -2.98 -4.77
H -4.41 -1.42 -3.58
H -3.99 -2.52 -1.14
H -5.51 -4.72 -1.03
N -2.90 1.37 -0.37
C -2.06 2.22 -1.02
C -2.35 2.17 -2.36
C -3.46 1.29 -2.51
C -3.71 0.76 -1.29
H -2.88 1.10 0.60
H -1.32 2.83 -0.52
H -1.84 2.72 -3.13
H -4.02 1.09 -3.41
H -4.46 0.06 -0.96
N -2.40 2.11 3.62
C -3.42 1.93 4.52
C -3.86 3.15 4.94
C -3.09 4.12 4.22
C -2.22 3.44 3.42
H -2.05 1.37 3.03
H -3.67 0.94 4.88
H -4.52 3.41 5.75
H -3.20 5.19 4.31
H -1.42 3.81 2.80
N 5.12 4.42 1.42
C 5.89 4.25 0.29
C 5.35 3.22 -0.40
C 4.25 2.71 0.34
C 4.13 3.49 1.46
H 5.26 5.17 2.09
H 6.70 4.91 0.06
H 5.72 2.86 -1.35
H 3.67 1.85 0.05
H 3.38 3.50 2.24